{"formula": "C22H32N6O2S", "method": "wB97M-V/def2-TZVPD", "smiles": "CCc1nnc(NCc2ccc3[nH]ccc3c2)s1.CNC(=O)[C@H](CC(C)C)NC(C)=O", "total_energy_ha": -1734.75670, "multiplicity": 1, "gap_ev": 8.20, "elements": ["H", "H", "H", "C", "C", "H", "H", "C", "N", "C", "C", "C", "H", "C", "C", "H", "H", "H", "H", "H", "H", "H", "C", "C", "N", "C", "C", "H", "C", "C", "H", "H", "H", "H", "C", "H", "N", "N", "H", "H", "H", "N", "O", "C", "H", "H", "N", "H", "H", "H", "H", "H", "C", "H", "C", "C", "S", "H", "H", "C", "C", "C", "O"], "xyz": [[0.480467, -3.210724, -1.456238], [0.349767, 1.196721, -2.508285], [-3.182736, 5.482412, 3.554380], [2.308800, 3.688351, 3.588294], [1.002941, 4.109535, 4.066181], [-2.529882, 4.289524, 1.528401], [5.352874, -4.327713, -3.561359], [3.223109, 3.984324, 4.568976], [-2.884600, 3.796188, 2.340906], [-0.286142, -3.900230, -4.784043], [-0.266023, 4.037692, 3.490279], [1.426988, -1.985668, -2.955434], [-2.040749, 5.442477, 6.044776], [0.104494, -4.202804, -3.333048], [-2.798181, 4.461565, 3.650970], [0.224062, 5.559082, 7.040270], [5.424829, -2.837349, -2.594321], [2.516434, 3.217987, 2.631740], [4.679089, -4.307573, -1.914917], [-3.500434, -1.942170, 1.553247], [4.291275, 3.789541, 4.523950], [-0.774074, -5.282676, -1.686123], [0.292940, -2.925842, -2.492966], [-3.011434, 2.422656, 2.217753], [-3.257757, 0.293613, 2.819328], [4.834173, -3.723050, -2.818796], [-3.131598, 0.159762, 1.522942], [-0.510991, -4.831463, -5.303617], [-1.022573, -5.035100, -2.718142], [1.239647, -0.568384, -2.375030], [-1.160007, -3.251088, -4.815999], [-1.506000, -0.826643, -0.496354], [-1.064155, -1.581591, 1.051345], [2.950940, 4.886480, 6.498866], [-3.184801, -1.176950, 0.837040], [-1.138545, -5.963462, -3.277408], [0.399958, 0.294180, -2.956987], [2.730822, -2.550613, -2.583564], [-1.961036, -4.480748, -2.742143], [1.391894, -1.885279, -4.038664], [-3.924558, -1.139604, 0.032273], [-3.186577, 1.601185, 3.218227], [1.841754, -0.216963, -1.370229], [-1.387825, 4.521310, 4.197277], [-0.926222, 1.009233, -4.418132], [-0.647860, -2.376321, -2.511312], [2.531299, 4.570965, 5.626253], [1.017267, -4.796878, -3.315935], [-1.143470, -0.697511, -3.995113], [0.544831, -3.428637, -5.307151], [3.098274, -2.274569, -1.684981], [0.237975, -0.192936, -5.001044], [-0.403026, 0.086121, -4.162425], [-3.441695, 3.948187, 4.375254], [-1.191477, 5.070840, 5.479150], [1.177916, 4.651582, 5.331664], [-2.910352, 1.661059, 0.661625], [-1.870491, -2.541947, -0.207405], [-0.359195, 3.592335, 2.506477], [-1.819684, -1.553715, 0.259317], [0.086587, 5.138588, 6.049715], [3.495204, -3.302129, -3.375712], [3.167542, -3.645166, -4.504004]], "forces_ev_per_angstrom": [[0.03, 0.13, 0.09], [0.08, -0.17, 0.09], [-0.03, -0.15, -0.16], [0.04, 0.10, 0.24], [0.48, -0.49, -0.93], [-0.15, -0.16, 0.46], [-0.13, 0.08, 0.08], [-1.29, -0.09, -0.64], [-0.45, -0.32, 0.14], [0.70, -0.02, 0.25], [-1.08, 0.40, 0.52], [-0.06, -0.24, -0.11], [0.07, -0.03, -0.04], [-0.62, 0.23, -0.09], [0.28, -0.31, -0.46], [-0.08, -0.01, -0.04], [0.12, -0.01, 0.16], [0.00, 0.12, 0.28], [0.16, 0.00, 0.17], [-0.04, 0.34, 0.02], [-0.32, 0.27, 0.47], [-0.18, -0.08, 0.11], [0.10, -0.03, -0.40], [0.28, 0.70, 0.77], [0.07, 0.27, -1.61], [-0.12, 0.05, 0.05], [-0.40, -0.71, 1.19], [-0.08, 0.04, -0.06], [0.52, 0.00, 0.15], [1.01, -0.51, 0.98], [-0.14, 0.05, -0.04], [0.08, -0.10, 0.06], [-0.08, 0.03, -0.16], [-0.25, -0.22, -0.60], [0.26, 0.19, -0.10], [-0.13, -0.02, 0.05], [-1.00, 0.35, -1.06], [-0.88, 1.20, 0.83], [-0.10, -0.03, 0.04], [0.16, -0.23, -0.13], [-0.02, -0.05, 0.06], [0.14, 0.65, -0.34], [0.30, -0.37, 0.15], [1.20, -0.41, -0.26], [0.13, -0.11, 0.11], [-0.21, 0.09, 0.05], [0.61, 0.23, 0.73], [0.16, 0.05, -0.07], [-0.04, 0.02, -0.15], [-0.04, 0.06, -0.14], [-0.14, 0.17, 0.01], [-0.14, 0.00, -0.05], [0.30, -0.16, 0.26], [0.08, -0.08, -0.37], [1.05, -0.09, 0.11], [0.30, 0.05, 0.23], [-0.06, -0.27, 0.28], [0.07, 0.12, 0.01], [-0.16, 0.01, 0.06], [0.00, -0.13, -0.04], [-0.57, 0.14, 0.09], [0.55, -0.70, -1.32], [-0.32, 0.15, 0.00]], "nbo_charge": [0.217, 0.410, 0.209, -0.298, -0.102, 0.397, 0.243, -0.029, -0.610, -0.614, -0.190, -0.133, 0.209, -0.218, -0.234, 0.211, 0.226, 0.226, 0.224, 0.239, 0.221, 0.204, -0.390, 0.222, -0.238, -0.705, 0.032, 0.214, -0.598, 0.675, 0.189, 0.201, 0.221, 0.411, -0.444, 0.211, -0.610, -0.613, 0.196, 0.232, 0.211, -0.345, -0.642, -0.051, 0.218, 0.197, -0.551, 0.213, 0.198, 0.225, 0.417, 0.205, -0.418, 0.237, -0.209, 0.180, 0.299, 0.210, 0.209, -0.599, -0.245, 0.677, -0.650]}

{"formula": "C22H32N6O8P2Zr", "method": "wB97M-V/def2-TZVPD", "total_energy_ha": -2517.78236, "charge": 2, "multiplicity": 1, "gap_ev": [3.64, 8.35], "elements": ["C", "H", "C", "O", "O", "H", "P", "H", "C", "H", "N", "H", "C", "O", "N", "C", "C", "C", "H", "H", "N", "H", "O", "H", "H", "C", "H", "N", "O", "C", "H", "C", "C", "H", "C", "H", "C", "C", "H", "H", "H", "H", "C", "H", "O", "P", "H", "H", "H", "H", "C", "C", "Zr", "H", "H", "O", "N", "C", "C", "H", "H", "C", "H", "H", "H", "H", "C", "H", "O", "N", "C"], "xyz": [[1.853706, -2.651551, -1.489859], [1.638406, -0.748451, -2.197659], [-0.637794, -2.722051, 2.235941], [-0.003994, 0.813749, -1.422359], [1.217606, 0.223049, 2.247141], [-4.676694, -1.824251, -0.006659], [2.362406, 1.757949, 0.043241], [5.105406, 1.028449, 0.612941], [-3.772094, -1.770451, -0.591659], [0.247306, -3.632751, -0.436759], [-1.330494, 1.272149, 0.931941], [-3.317894, 3.705249, 0.517441], [4.894006, 1.815149, 1.335841], [1.031706, 2.300549, 0.435941], [-1.079894, -1.351451, 1.937541], [-2.843794, 3.095949, -3.370459], [-2.029494, 2.106949, -1.310859], [-2.558694, -1.510151, 0.027741], [-0.128694, -0.975051, -3.481459], [2.881806, -2.334251, -1.284559], [-2.716394, 2.982449, 0.878441], [2.416606, 2.978249, -1.743459], [3.023806, 2.471449, -1.202359], [-3.569294, 3.699149, -3.890359], [-0.958794, -0.790851, 2.780241], [-1.517794, 1.749049, 2.209741], [2.221306, 3.408549, 1.964241], [1.047106, -1.472851, -1.796259], [3.020906, 3.004449, 2.339841], [0.880006, -2.775251, 2.117641], [-3.858294, 3.224449, -1.515959], [-2.982994, 2.848249, -2.023459], [-3.785694, -1.984751, -1.960759], [5.254906, 2.757849, 0.931041], [-0.923494, 1.551749, -2.005359], [-1.081094, -3.396651, 1.498441], [1.268906, -3.292151, -0.236159], [-2.584194, -1.976651, -2.648059], [-4.711894, -2.175151, -2.476259], [2.199006, -1.887351, 0.862541], [1.876906, -4.155251, 0.069441], [-3.061394, -2.132051, 2.007941], [-2.052794, 2.063949, 0.134641], [0.020206, -2.704651, -3.177259], [3.448206, -0.900051, 2.114141], [2.683306, 0.458249, 2.438041], [4.356106, -0.935451, 2.424841], [1.871906, -3.370251, -2.322759], [0.069906, 1.470849, -3.895559], [-0.955694, -3.049451, 3.234841], [-0.804994, 1.837149, -3.378059], [3.400006, 1.909549, 1.544641], [0.322006, -0.114851, 0.275641], [1.329306, -2.149351, 2.892141], [5.416806, 1.632549, 2.274341], [3.027306, 0.666949, 3.964841], [1.248906, -2.252251, 0.801041], [-2.382794, 2.801049, 2.186041], [-2.482394, -1.331451, 1.524341], [-2.563994, -2.191351, -3.704759], [-0.994594, 1.341149, 3.056541], [-1.407894, -1.703751, -1.954859], [-2.773594, 3.425749, 2.960941], [-1.597594, 2.809249, -5.092159], [-2.960894, -0.386451, 1.799241], [3.097206, 1.575349, 4.268841], [-0.084794, -1.726451, -2.684059], [1.234106, -3.804451, 2.252841], [2.357106, 0.238049, -0.148859], [-1.398394, -1.447351, -0.640759], [-1.732894, 2.602249, -4.043359]], "forces_ev_per_angstrom": [[-0.06, -0.43, 0.23], [-0.20, -0.18, 0.07], [0.55, -0.32, 0.02], [-0.31, 0.40, -0.78], [-0.23, -0.04, 0.19], [-0.08, 0.03, 0.07], [1.16, 1.39, -0.45], [0.19, -0.08, 0.05], [0.35, 0.01, -0.03], [0.12, -0.01, 0.12], [-0.56, 0.62, -0.22], [0.09, 0.00, -0.04], [-0.03, -0.03, 0.02], [0.08, -0.03, -0.02], [0.02, 0.47, 0.31], [-0.04, 0.08, 0.04], [0.47, -0.27, -0.57], [-0.44, -0.23, 0.22], [0.08, -0.12, 0.16], [-0.13, -0.02, -0.08], [0.23, -0.45, -0.37], [-0.30, 0.31, -0.23], [0.39, -0.48, 0.67], [-0.14, 0.00, -0.05], [-0.13, -0.13, -0.10], [-0.31, 0.38, 0.47], [-0.03, -0.07, 0.13], [0.25, 0.38, -0.04], [0.11, 0.40, 0.13], [-0.47, -0.17, 0.43], [-0.10, 0.10, 0.10], [0.15, -0.16, 0.01], [0.21, 0.08, 0.17], [-0.03, 0.05, -0.04], [-1.04, 0.90, -0.66], [-0.05, 0.08, 0.07], [0.15, -0.10, -0.56], [0.17, 0.06, 0.32], [-0.14, -0.06, -0.09], [0.10, -0.31, 0.08], [-0.17, 0.15, 0.02], [0.14, 0.15, -0.05], [-0.04, 0.09, 0.02], [-0.04, 0.21, 0.06], [-0.31, 0.31, -0.02], [1.19, -0.20, 1.38], [0.37, -0.09, 0.18], [0.08, 0.17, 0.20], [0.09, -0.10, -0.07], [-0.05, 0.07, -0.23], [0.26, -0.22, 0.43], [-0.67, -0.39, -0.41], [-1.27, -1.82, 0.03], [-0.04, -0.17, -0.12], [0.06, -0.05, 0.00], [0.03, -0.34, -0.42], [0.56, 0.04, 0.07], [0.34, -0.46, 0.36], [-0.48, 0.04, -0.09], [0.12, 0.02, -0.12], [-0.01, 0.01, 0.04], [-0.20, -0.24, -0.52], [-0.04, 0.08, 0.23], [0.01, 0.05, -0.15], [0.17, -0.14, 0.03], [-0.04, 0.49, 0.09], [-0.28, 0.03, -0.14], [0.00, 0.16, 0.02], [0.54, 0.03, -0.50], [-0.27, 0.11, -0.16], [-0.12, -0.03, 0.05]], "lowdin_charge": [-0.162, 0.120, -0.155, -0.304, -0.371, 0.131, 0.369, 0.096, 0.015, 0.124, -0.047, 0.168, -0.026, -0.278, -0.133, -0.062, -0.078, -0.236, 0.132, 0.133, 0.153, 0.105, -0.040, 0.115, 0.110, -0.127, 0.108, -0.124, -0.018, -0.172, 0.114, -0.021, -0.001, 0.108, -0.307, 0.127, -0.161, 0.019, 0.127, 0.074, 0.140, 0.144, -0.237, 0.142, -0.089, 0.555, 0.121, 0.134, 0.117, 0.144, -0.007, -0.576, 1.841, 0.111, 0.099, -0.045, -0.157, -0.032, -0.137, 0.132, 0.108, -0.226, 0.129, 0.118, 0.125, 0.107, -0.115, 0.139, -0.414, 0.055, -0.052]}

{"formula": "C22H32NO3", "method": "wB97M-V/def2-TZVPD", "smiles": "CC(C)OCCC[NH+](C[C@@H](O)c1ccccc1)C[C@@H](O)c1ccccc1", "total_energy_ha": -1137.76850, "charge": 1, "multiplicity": 1, "gap_ev": 10.02, "elements": ["H", "H", "C", "H", "H", "H", "C", "H", "C", "C", "H", "H", "C", "H", "C", "H", "H", "O", "C", "C", "H", "C", "H", "N", "C", "H", "H", "H", "H", "C", "H", "H", "C", "H", "H", "C", "H", "C", "O", "C", "O", "H", "H", "H", "C", "C", "C", "C", "C", "H", "H", "H", "H", "C", "C", "H", "H", "H"], "xyz": [[3.225451, 2.457285, -1.038337], [-2.088939, -0.352865, -1.033476], [0.769185, -1.594445, -4.060501], [-3.614869, 0.938187, 0.598516], [1.226034, -3.509068, -4.983359], [-0.707956, 0.904803, 0.247725], [1.350850, 3.958508, 1.957902], [2.336671, -0.605568, -5.136493], [-3.081000, 0.761104, 1.521513], [0.436013, -2.257565, 0.219382], [-2.910060, -3.130978, 1.791216], [2.214855, -2.563822, -1.870764], [1.216766, -2.963362, -2.092820], [1.087591, -4.204213, -0.352077], [2.330585, 4.698822, 1.319940], [-0.103475, -2.596839, 1.103078], [3.774186, 4.722002, -0.262287], [0.418096, -1.967066, -2.720093], [2.202596, -1.085473, -4.172127], [3.003759, 4.156874, 0.238409], [0.144335, -0.046851, 1.479274], [0.520688, -3.388644, -0.800442], [2.571404, 5.691364, 1.666528], [-0.252226, -1.060576, -0.331147], [1.410695, 0.751786, -0.111161], [1.060843, 1.578533, -1.856431], [0.527431, -2.312756, -6.066657], [-0.474041, -3.769729, -1.028299], [-3.458066, 2.719347, 2.284482], [-2.336820, 1.531014, 3.668606], [-2.277353, 2.310197, 4.412076], [0.825605, 4.372535, 2.804525], [-2.493332, -0.478077, 1.752906], [0.268872, 2.130319, 2.042640], [-1.817001, -2.086919, -1.246959], [-2.578218, -1.553309, 0.684837], [-1.264570, 0.102459, 4.848332], [-1.844511, -0.707631, 2.958834], [1.369670, 0.726200, -1.526020], [0.082466, 0.170767, 0.414150], [-2.246438, -2.840608, 1.156554], [-3.611369, -1.559960, 0.297338], [2.915307, -1.903198, -4.097856], [1.326754, -3.832964, -2.747209], [-1.705283, -1.253711, -0.552217], [-2.998110, 1.761734, 2.472611], [-1.767476, 0.293504, 3.913008], [1.034129, 2.683031, 1.520051], [0.487922, -2.714429, -5.058921], [-0.501665, -3.132686, -4.890588], [0.076576, -0.766064, -4.251781], [0.149288, -0.955004, -1.306231], [1.445467, -1.955145, 0.502236], [1.702795, 2.136262, 0.431976], [2.692337, 2.883336, -0.200509], [2.405023, -0.359144, -3.388815], [-1.401769, -1.673521, 3.156210], [2.239412, 0.084840, 0.164862]], "forces_ev_per_angstrom": [[0.06, -0.03, -0.08], [0.13, -0.02, 0.00], [0.09, 0.22, -0.49], [-0.09, 0.05, -0.12], [0.08, -0.09, -0.04], [0.04, -0.11, 0.04], [-0.02, 0.05, 0.07], [0.05, 0.02, -0.14], [0.03, -0.14, 0.06], [0.30, -0.79, 0.24], [-0.05, 0.01, 0.01], [-0.01, -0.04, -0.04], [0.01, -0.26, 0.05], [-0.01, -0.01, 0.05], [-0.03, 0.01, 0.05], [0.14, 0.21, -0.04], [0.08, 0.06, -0.04], [-0.07, -0.25, 0.25], [-0.33, -0.04, 0.23], [0.02, 0.00, -0.04], [-0.09, 0.00, -0.10], [0.07, 0.38, -0.30], [0.02, 0.10, 0.04], [0.24, 0.18, -0.52], [-0.20, -0.16, 0.44], [0.01, 0.07, 0.06], [0.03, 0.02, -0.13], [-0.01, -0.10, 0.00], [-0.05, 0.10, -0.01], [0.04, 0.04, 0.05], [-0.01, 0.08, 0.09], [-0.05, 0.06, 0.09], [-0.15, -0.13, 0.12], [-0.13, -0.08, 0.06], [0.05, 0.14, -0.01], [-0.04, 0.35, -0.27], [0.04, -0.01, 0.10], [-0.09, -0.12, -0.10], [0.00, -0.01, -0.33], [0.65, 0.74, 0.13], [0.05, -0.19, -0.04], [0.23, 0.05, -0.01], [0.12, -0.08, -0.02], [0.05, 0.06, 0.03], [-0.81, -0.43, 0.18], [-0.01, 0.07, -0.07], [0.05, 0.05, 0.04], [0.05, -0.06, -0.07], [-0.08, 0.19, 0.41], [-0.09, -0.05, -0.04], [0.13, -0.10, -0.05], [-0.31, 0.06, 0.37], [-0.06, 0.11, -0.02], [-0.05, -0.13, -0.10], [0.02, -0.06, -0.02], [0.07, 0.04, 0.01], [0.03, -0.07, 0.01], [-0.12, 0.05, -0.05]], "nbo_charge": [0.224, 0.229, 0.117, 0.215, 0.208, 0.234, -0.182, 0.230, -0.219, -0.231, 0.494, 0.177, -0.079, 0.245, -0.199, 0.255, 0.225, -0.582, -0.654, -0.180, 0.243, -0.428, 0.227, -0.444, 0.059, 0.491, 0.231, 0.224, 0.229, -0.207, 0.229, 0.221, -0.100, 0.215, 0.246, 0.078, 0.227, -0.182, -0.729, -0.254, -0.728, 0.200, 0.209, 0.199, -0.228, -0.194, -0.215, -0.248, -0.642, 0.220, 0.187, 0.529, 0.214, -0.002, -0.242, 0.231, 0.216, 0.190]}

Looking at largest force on an atom for the records above, in order, we have 1.7; 2.2; 1.0 eV Å⁻¹.